ORCA calculation (wB97M-V/def2-TZVPD) on a molecular structure, C44H46F2IN6O14S2Si in a non-equilibrium geometry.

Properties
Highest occupied orbital energy: -6.53 eV
Total charge: -1
Gap between HOMO and LUMO: 7.46 eV
Total energy: -4669.1031 Eh
Energy relative to the best compared isomer or geometry (same formula, charge and spin): 0.0 kJ/mol

```
116
Properties=species:S:1:pos:R:3:forces:R:3:lowdin_charge:R:1
N -3.783452 -0.258399 -2.458055 0.0 0.0 0.0 -0.3304
C -1.003786 2.760061 -8.472255 0.0 0.0 0.0 -0.0768
C -3.887857 1.351903 9.263148 -0.2 0.1 0.1 -0.0059
H -4.536280 -1.749200 -4.561682 0.0 0.1 0.1 0.1174
F 0.840062 -1.666033 -0.308959 0.0 0.1 0.0 0.0262
C 6.339073 -4.984313 2.131688 -0.1 0.2 -0.2 -0.1598
O -1.783425 2.196678 6.544343 0.1 0.0 0.2 0.0641
H -2.730017 3.305659 3.904170 -0.1 -0.1 -0.1 0.0325
C -2.271821 2.244919 -8.236204 0.1 0.1 0.0 -0.0734
H -1.315195 0.621973 -3.002353 -0.1 -0.1 0.0 0.1145
H -3.494758 -1.656881 10.760626 0.0 0.0 0.0 0.1045
H -2.720555 1.561822 -8.945074 0.0 0.0 0.0 0.1058
H -0.771206 4.806412 2.312992 0.0 0.1 -0.1 0.1052
H 0.060041 2.860634 4.193149 -0.2 -0.1 -0.1 0.0285
O 6.856556 -5.313243 4.351897 0.0 0.0 0.0 0.0653
C 5.786800 -2.826312 1.264438 0.0 0.0 0.1 -0.0417
O -4.219982 3.401496 -4.822185 0.0 0.0 0.0 0.0817
N -3.121383 3.890309 -4.997898 0.0 0.0 0.2 -0.3410
H -4.875415 0.387590 10.900007 0.0 0.0 0.0 0.1052
C 5.627658 -3.383912 0.003613 0.0 0.0 -0.1 -0.0451
H -1.738796 -1.849177 9.033128 0.0 0.0 0.0 0.1081
C -0.115330 -4.612484 -1.347460 0.0 -0.1 0.0 -0.0446
H 5.691288 -5.180523 -1.170367 0.0 0.0 0.0 0.1016
H -4.489532 2.246827 9.328383 0.1 0.1 -0.1 0.1182
H -1.906264 6.024083 -1.612622 0.0 -0.2 0.0 0.0991
H -3.744694 2.067055 3.099355 0.0 0.1 0.2 0.0317
C 0.346394 -6.656539 -2.534915 0.0 0.1 0.1 -0.0710
H -2.164874 -4.265878 -0.833636 -0.1 -0.1 0.0 0.1197
H -2.225724 1.957703 -0.511688 0.1 0.1 0.3 0.0593
N -3.310071 -6.484763 -1.820701 -0.1 0.0 0.0 -0.3564
C -2.895341 1.230943 8.307710 -0.1 -0.2 0.2 -0.1419
C -3.328836 -0.843763 10.065223 0.0 0.0 0.0 -0.0776
H 1.839958 -5.218510 -1.981850 0.0 0.0 0.0 0.1093
C -1.735859 0.012331 -3.790741 0.2 0.2 0.1 0.0092
F -0.438105 0.016602 -0.827243 -0.1 -0.1 0.1 0.0654
H -0.972284 -1.190881 -6.859424 0.0 0.0 0.0 0.1039
S 4.296977 0.598086 -0.836151 0.9 -2.0 -1.5 0.4902
H -2.449858 3.699402 -2.161094 0.0 -0.2 0.3 0.0810
S 1.820206 0.683545 0.296312 0.2 0.4 -0.5 0.5509
C 0.368363 -0.457216 0.148434 0.9 -0.5 0.2 -0.5411
H -2.710657 1.656044 4.512759 -0.1 -0.1 -0.2 0.0004
O 6.935292 -7.016301 3.040488 0.0 0.0 0.0 0.0575
H 0.564371 4.032195 -7.745843 0.0 0.0 0.0 0.1080
C -2.812937 -1.557640 -5.819103 0.1 0.1 0.0 -0.0757
N 6.739113 -5.834524 3.259702 0.0 0.0 0.0 -0.3584
H -2.197697 0.180630 0.733585 0.0 0.1 0.1 0.0550
O 1.271007 2.001510 0.102146 -0.5 0.2 -0.1 -0.3528
H 5.706700 2.441009 -0.985159 -0.1 -0.4 0.0 0.0966
H 4.254232 2.794769 -1.867672 -0.3 -0.5 0.0 0.0622
C 4.165548 3.182571 0.303198 1.2 0.5 -0.4 -0.7559
C 5.393048 3.802675 1.006116 -0.9 0.1 0.3 -0.1981
H 6.025973 4.351283 0.305075 0.1 -0.2 0.1 0.0657
H 6.327927 -6.614961 0.729952 0.0 0.0 0.2 0.1118
H 1.023735 2.555129 2.761573 0.0 -0.3 0.0 0.0228
I 2.989378 4.871583 -0.401809 -0.2 -0.3 0.3 0.8310
O 2.368899 0.474709 1.612863 0.2 -0.5 0.1 -0.3154
H 5.002646 4.527097 1.728546 0.3 -0.1 0.1 0.0471
C -2.121407 0.088977 8.208306 0.2 -0.2 -0.1 0.0010
O -2.589688 4.684822 -4.249507 0.0 0.0 -0.2 0.0720
C 0.787813 -5.472628 -1.957646 0.0 0.0 0.0 -0.0594
H 5.931692 3.021498 1.552394 0.1 0.1 -0.3 0.0836
C 6.177081 -5.555785 0.880940 0.0 -0.2 -0.2 -0.0206
C -1.462867 -4.936642 -1.308357 0.0 0.2 0.1 0.0054
C 0.221489 2.141262 3.378271 0.1 0.2 0.2 -0.1610
C -4.104030 0.305645 10.145986 0.1 -0.1 0.0 -0.0713
Si -1.362718 1.909014 2.392415 -0.4 0.5 0.3 0.6168
H 6.265401 -3.191026 3.318707 0.0 -0.1 0.0 0.1171
N 2.733279 0.230488 -0.944044 0.1 0.9 1.2 -0.2978
H 0.564590 1.219173 3.860736 0.1 0.1 -0.2 0.0325
O -4.885867 -0.759863 -2.360107 0.1 0.0 0.0 0.0842
H 1.052276 -7.323391 -3.012040 0.0 0.0 0.0 0.1045
H 5.633904 -1.764132 1.401804 -0.1 0.0 -0.1 0.0870
N -2.647962 2.346481 7.381555 0.0 0.1 -0.1 -0.3410
O -3.645172 -7.550217 -2.304423 0.0 0.0 0.0 0.0637
C -1.543331 -1.009344 -5.957281 0.0 0.0 0.0 -0.0806
H 3.635686 2.600784 1.054586 -0.5 0.2 -0.3 0.0561
C -3.001870 -0.535221 -3.671764 0.2 0.0 -0.3 -0.1383
H 0.230468 -3.691632 -0.901064 0.0 0.0 0.0 0.0900
O -4.070977 -5.701059 -1.290558 0.0 0.0 0.0 0.0771
C -1.625638 0.170932 1.665756 0.8 -0.3 0.3 -0.2016
H -1.039661 6.572792 0.620773 0.0 -0.1 0.0 0.0991
C -1.004108 -0.229186 -4.942840 -0.1 -0.1 -0.1 -0.0554
C -2.788665 2.253733 3.602116 0.2 -0.1 -0.4 -0.1793
C -1.160392 4.559450 1.325631 0.3 0.1 0.9 -0.1093
C -1.784184 5.235781 -0.875773 0.1 0.7 -0.1 -0.0961
C 6.142587 -3.627939 2.338429 0.0 0.1 0.0 0.0034
H -0.014137 0.193836 -5.049659 0.0 0.0 0.1 0.1148
C -2.340817 -0.952725 9.095885 -0.1 0.1 0.1 -0.0660
H -0.704163 -1.738174 1.420292 0.3 0.0 -0.1 0.1160
O -3.322576 3.349238 7.512254 0.0 0.0 0.0 0.0809
C -0.998234 -6.988019 -2.496985 0.1 -0.2 -0.1 -0.0139
H 0.313350 -0.651472 2.338755 0.3 0.2 -0.4 0.1014
O 4.971296 0.065025 0.324934 -0.4 0.9 1.1 -0.3393
H 5.354551 -2.748466 -0.831218 0.0 0.1 0.1 0.1094
C -0.341603 -0.703323 1.469975 -1.5 0.1 -0.2 -0.1410
H -0.465143 2.479096 -9.368561 0.0 0.0 0.0 0.1043
H -1.339630 -7.910475 -2.943801 -0.1 0.0 0.1 0.1148
C 5.818663 -4.747711 -0.186594 0.0 0.1 0.1 -0.0718
C -0.424769 3.634844 -7.562416 -0.1 -0.1 -0.1 -0.0649
C -1.886358 -6.124652 -1.879737 0.3 0.1 0.0 -0.1520
H -3.952243 2.205124 -6.909511 0.0 0.1 0.1 0.1195
O 4.910551 0.054881 -2.031016 -0.4 0.5 -0.7 -0.3628
H -3.229920 -2.166859 -6.610226 0.0 0.0 0.0 0.1028
C -2.966289 2.607275 -7.093096 -0.2 -0.2 -0.1 -0.0078
O -3.270398 0.465965 -1.631321 -0.2 -0.1 0.0 0.0648
C -1.960062 2.961221 -0.200928 -0.4 -1.0 -0.5 -0.0977
H -1.352292 0.003079 7.454083 0.0 0.2 0.0 0.1221
C 4.615065 2.363618 -0.935391 -0.1 0.4 0.8 -0.3186
C -3.549275 -1.322625 -4.668678 -0.2 -0.1 -0.1 -0.0074
C -2.379776 3.487303 -6.201575 0.2 -0.1 -0.3 -0.1459
H -2.234989 -0.394953 2.383647 0.0 0.3 0.0 0.0780
H -0.664432 4.685374 -5.711672 -0.1 0.0 0.1 0.1228
C -1.294197 5.544869 0.375499 0.0 0.7 0.2 -0.1069
C -1.115120 4.003400 -6.418495 0.2 0.2 0.1 0.0022
C -1.506056 3.245881 1.067659 0.2 -0.7 0.4 -0.2495
C -2.097928 3.930824 -1.157530 -0.3 0.2 -1.1 -0.0837
```
Positions in Å, forces in eV/Å.

ORCA calculation (wB97M-V/def2-TZVPD) on a molecular structure, C3H2FO3Rh in a non-equilibrium geometry.

Properties
Highest occupied orbital energy (alpha / beta): -11.24 / -16.30 eV
Multiplicity: 6
Total charge: +1
Gap between HOMO and LUMO (alpha / beta): 5.58 / 7.70 eV
Total energy: -551.1158 Eh
⟨S²⟩: 8.7757

```
10
Properties=species:S:1:pos:R:3:forces:R:3:nbo_charge:R:1
C -0.382474 1.114906 -0.517336 2.9 1.2 0.2 0.1951
O 1.024344 -1.163513 1.308039 -1.5 0.0 -1.1 -0.5796
O 0.085401 1.528910 0.612086 -0.9 0.9 -3.6 -0.5302
H -0.105261 1.640780 -1.442687 -0.1 0.1 0.4 0.2422
Rh -0.461909 0.426070 2.145814 -0.3 -0.7 4.1 0.8778
C -0.928901 -0.144502 -0.640115 -3.0 -0.4 1.0 0.2522
F -1.614336 -0.530128 0.522063 0.6 -0.4 -2.2 -0.3168
C 1.394186 -1.119125 0.179928 4.9 -0.4 1.3 0.9876
H -1.249440 -0.659457 -1.540295 0.1 -0.1 0.2 0.2562
O 2.238391 -1.093941 -0.627497 -2.6 0.0 -0.3 -0.3845
```
Positions in Å, forces in eV/Å.